# 1
Below is a cluster of 2 separate species, C5H13O2 in total, with properties calculated with ωB97M-V/def2-TZVPD.

The value obtained for the relative energy (zero: lowest compared OMol25 entry of this formula, charge and spin) is 62.3 kcal/mol. For the LUMO energy, the calculation gives 2.84 eV. For the HOMO-LUMO gap, the calculation gives 5.029 eV. The total charge is -1.

Structure (XYZ):
```
20
Properties=species:S:1:pos:R:3:lowdin_charge:R:1
C 2.4575 0.5911 0.4498 -0.5433
O 2.9975 1.5868 1.0542 -0.3297
C 0.7019 0.8463 0.1915 -0.1968
C -0.1508 -0.2842 0.7428 -0.2799
C -1.6593 0.1486 0.8012 -0.2817
C -1.9214 1.6455 1.2000 -0.1521
H 2.9466 0.4273 -0.5457 0.0519
H 2.4505 -0.4046 0.9224 0.0428
H 0.5617 1.1996 -0.8113 0.0640
H 0.5979 1.7164 0.8238 0.0526
H 0.2039 -0.3658 1.8309 0.1125
H -0.1097 -1.3828 0.4385 0.1041
H -2.2835 -0.4804 1.4233 0.0776
H -1.8699 0.2475 -0.2955 0.0937
H -1.2528 1.8460 2.0818 0.0708
H -2.9126 1.8975 1.4278 0.0205
H -1.3612 2.4170 0.5148 0.0936
H -0.5182 -3.4800 -4.0359 0.0862
H 0.8110 -4.2739 -3.7219 0.0455
O 0.3109 -3.8979 -4.4924 -0.1323
```

***

# 2
Below is the molecule C9H10Cl2NO5PS, with properties calculated with ωB97M-V/def2-TZVPD.

The SMILES is O=C(CS[C@@H](c1ccc(Cl)c(Cl)c1)P(=O)(O)O)NO. The value obtained for the relative energy (zero: lowest compared OMol25 entry of this formula, charge and spin) is 10.6 kcal/mol. For the LUMO energy, the calculation gives 0.40 eV. For the HOMO-LUMO gap, the calculation gives 9.356 eV. The total charge is 0.

Structure (XYZ):
```
29
Properties=species:S:1:pos:R:3:lowdin_charge:R:1
O 3.1132 1.0343 1.0104 -0.0200
C 2.9135 1.3719 -0.1532 -0.4587
C 1.4550 1.6005 -0.6500 -0.3459
S 0.1827 1.7146 0.7003 0.9413
C -0.4970 0.0779 1.2455 -0.5181
C -1.7455 -0.1791 0.3329 -0.2786
C -1.5907 -0.6111 -0.9937 -0.0424
C -2.7185 -0.8208 -1.8177 -0.0798
C -3.9983 -0.6022 -1.2868 -0.6917
Cl -5.3404 -0.7173 -2.3512 0.6777
C -4.1751 -0.0870 0.0140 -0.6359
Cl -5.7949 0.2901 0.6151 0.6376
C -3.0419 0.1283 0.8048 -0.0591
P 0.7160 -1.2994 1.2324 0.3556
O 1.4724 -1.3955 -0.0349 -0.2799
O 1.7799 -1.0503 2.3263 -0.0888
O 0.0025 -2.6805 1.4649 -0.0721
N 4.0363 1.3277 -0.9813 0.0545
O 5.3991 1.1773 -0.4439 -0.0105
H 1.4572 2.5184 -1.2236 0.0752
H 1.1490 0.8121 -1.3422 0.0692
H -0.8186 0.0923 2.2861 0.0904
H -0.6000 -0.7632 -1.4365 0.1056
H -2.5244 -1.1803 -2.8189 0.1077
H -3.1993 0.5436 1.7894 0.1110
H 2.3083 -0.3459 1.9333 0.0343
H 0.7438 -3.2526 1.2746 0.0828
H 3.9122 1.6759 -1.8815 0.1139
H 5.4034 0.6205 0.3855 0.1248
```

***

# 3
Below is a cluster of 7 separate species, C18H40NO12P in total, with properties calculated with ωB97M-V/def2-TZVPD.

The value obtained for the relative energy (zero: lowest compared OMol25 entry of this formula, charge and spin) is 80.2 kcal/mol. For the LUMO energy, the calculation gives 3.77 eV. For the HOMO-LUMO gap, the calculation gives 2.247 eV. The total charge is -2.

Structure (XYZ):
```
72
Properties=species:S:1:pos:R:3:lowdin_charge:R:1
N -66.8588 14.4733 -8.4221 0.3209
H -66.0015 14.9814 -8.3625 0.0992
H -67.4338 14.5856 -9.3075 0.1418
H -67.5636 14.7769 -7.7719 0.0889
H -66.8549 13.6577 -8.0397 -0.0305
P -65.6930 14.1022 -5.5580 -0.3456
O -65.1311 14.1837 -4.1631 -0.4883
O -66.1878 15.5887 -5.8491 -0.5146
O -66.9611 13.2490 -5.7809 -0.4608
O -64.7198 13.9531 -6.5120 -0.3684
O -67.7208 11.9324 -9.7270 0.0025
C -68.6436 11.1545 -9.2292 -0.4408
O -69.1902 10.0580 -9.6654 0.0380
C -68.8664 9.4738 -10.9502 -0.1884
C -69.4288 8.0071 -11.0118 -0.0730
C -68.9107 11.5755 -7.8265 0.0265
H -67.8584 9.5162 -11.2216 0.0918
H -69.2988 9.9476 -11.9119 0.1369
H -68.9590 7.4668 -10.2487 0.0401
H -69.1358 7.5957 -12.0793 0.1105
H -70.4782 7.7946 -10.9068 0.0533
H -68.4081 12.4336 -7.5256 0.0400
H -68.6324 10.9050 -7.0583 0.1008
H -69.7848 11.8439 -7.8587 -0.0135
O -68.3293 17.4935 -9.5200 0.0410
C -67.4783 18.2669 -9.0406 -0.4081
O -66.6480 19.0283 -9.8279 -0.0247
C -66.8841 19.2273 -11.1369 -0.2835
C -68.1557 20.0438 -11.5444 -0.0564
C -67.0922 18.1425 -7.5217 0.0374
H -66.9630 18.1847 -11.6426 0.1388
H -66.0600 19.7865 -11.5565 0.1085
H -69.0589 19.6807 -10.9844 0.0957
H -68.3173 20.3881 -12.5905 0.0897
H -68.0968 20.8830 -11.0845 -0.0194
H -66.8051 19.0821 -7.1826 0.0497
H -66.2504 17.5247 -7.6151 0.0436
H -67.7975 17.5229 -6.9007 0.0977
O -71.0611 16.7301 -6.4664 0.0215
C -70.3820 15.6898 -6.5156 -0.4597
O -70.2856 14.8362 -7.6171 -0.0589
C -70.9230 15.2647 -8.8425 -0.1536
C -70.8159 14.0406 -9.7919 -0.0143
C -69.5243 15.2972 -5.3717 0.0258
H -70.2737 15.9852 -9.0837 0.0525
H -72.0197 15.4883 -8.5105 0.1552
H -69.8284 13.7662 -9.7715 0.0400
H -71.1229 14.3167 -10.6957 0.0380
H -71.2582 13.2396 -9.4487 0.0260
H -69.1398 14.4106 -5.5440 0.0012
H -69.9622 15.5585 -4.2483 0.1683
H -68.9111 16.0446 -5.1387 0.0195
C -64.5857 15.7168 -13.4685 -0.0082
C -64.8357 15.7240 -11.9819 -0.4484
O -65.8428 15.0211 -11.4503 -0.0145
C -64.0355 16.4636 -11.1643 -0.0511
H -65.2458 16.4843 -13.9093 0.1046
H -64.7781 14.8743 -13.8286 -0.0168
H -63.4553 15.9026 -13.6823 0.1244
H -63.0474 16.0820 -10.7977 0.1369
H -64.5122 16.7694 -10.2800 0.0859
H -63.5689 17.1981 -11.8653 0.1036
C -63.3435 11.2076 -6.0396 -0.0365
C -64.1374 10.1511 -6.8435 -0.4121
O -63.6030 9.0461 -7.3070 -0.1015
C -65.4630 10.5458 -7.3295 -0.0682
H -64.0554 11.7124 -5.2209 0.1242
H -63.2053 12.0469 -6.6467 0.0301
H -62.3853 10.9408 -5.5862 0.0592
H -66.2049 10.8328 -6.5741 0.0676
H -65.9227 9.6630 -7.9773 0.1112
H -65.5854 11.5172 -7.7985 0.0711
```

***

# 4
Below is the ion C5H12NO with charge -1, with properties calculated with ωB97M-V/def2-TZVPD.

The value obtained for the relative energy (zero: lowest compared OMol25 entry of this formula, charge and spin) is 153.3 kcal/mol. For the LUMO energy, the calculation gives 4.13 eV. For the HOMO-LUMO gap, the calculation gives 7.150 eV. The total charge is -1.

Structure (XYZ):
```
19
Properties=species:S:1:pos:R:3:lowdin_charge:R:1
C -0.9063 -2.1683 0.0857 -0.3129
N -0.1054 -1.7116 -1.1023 -0.1630
C -0.8157 1.3517 0.9692 -0.0913
C -0.7126 0.6156 -0.3938 -0.2636
C 0.5440 -0.1688 -0.5993 -0.3456
C 1.8129 0.9910 -0.3405 -0.4282
O 2.0037 1.3305 0.8937 -0.2414
H -0.4447 -1.9321 1.0285 0.0349
H -1.9121 -1.7866 0.2661 0.0308
H -0.9467 -3.3102 0.1792 0.0670
H 0.7397 -0.4567 -1.6472 0.1206
H -1.2889 0.8270 1.6615 -0.0038
H -1.1101 2.3651 1.1228 0.0535
H 0.2219 1.2812 1.4061 0.0644
H -0.7295 1.4057 -1.1504 0.0901
H -1.5093 -0.1336 -0.6995 0.0828
H 0.9060 -0.6623 0.3094 0.1244
H 1.5645 1.7152 -1.1607 0.0918
H 2.6887 0.4471 -0.8286 0.0895
```